Below is C12H36B3MnO6S3 as an isolated structure in a non-equilibrium geometry, with properties calculated with wB97M-V/def2-TZVPD.

Results
Spin multiplicity: 6
Highest occupied orbital energy (spin up / spin down) in eV: -4.39 / -5.28
Total charge: -1

Last column: Löwdin spin population.
Element x y z (Å)
Mn  25.740  5.557  -13.012  4.62
S  27.055  7.068  -16.066  0.01
S  25.057  2.412  -14.550  0.01
S  29.217  4.692  -12.925  0.01
O  27.884  5.275  -12.918  0.03
O  26.378  6.325  -15.029  0.03
O  29.889  4.325  -14.150  0.00
O  26.619  6.994  -17.452  0.00
O  25.566  3.703  -14.108  0.03
O  25.798  1.176  -14.466  0.00
C  23.082  3.005  -16.284  0.00
C  29.269  3.258  -11.750  0.00
C  28.831  6.702  -16.024  0.00
C  24.555  2.632  -16.274  0.00
C  29.693  3.815  -10.381  0.00
C  28.671  9.091  -15.901  0.00
C  23.317  2.326  -13.951  0.00
C  22.409  2.188  -15.175  0.00
C  30.249  5.713  -11.849  0.00
C  30.787  4.816  -10.756  0.00
C  27.205  8.810  -15.592  0.00
C  29.473  7.896  -15.310  0.00
B  25.063  3.996  -11.219  0.04
B  23.738  6.422  -13.542  0.06
B  26.267  7.560  -11.666  0.04
H  24.626  1.635  -16.717  0.00
H  23.175  3.351  -13.599  0.00
H  23.194  1.640  -13.119  0.00
H  24.276  4.114  -12.057  0.01
H  22.563  2.838  -17.227  0.00
H  29.049  10.025  -15.487  0.00
H  25.736  8.489  -11.221  0.00
H  30.551  7.881  -15.442  0.00
H  29.265  6.646  -17.024  0.00
H  24.230  7.349  -14.033  0.01
H  26.104  4.245  -11.629  0.01
H  24.184  6.287  -12.509  0.01
H  21.427  2.542  -14.867  0.00
H  31.162  5.430  -9.932  0.00
H  31.690  4.287  -11.077  0.00
H  31.020  6.216  -12.431  0.00
H  22.317  1.174  -15.575  0.00
H  25.997  7.505  -12.771  0.01
H  26.464  9.341  -16.183  0.00
H  30.127  3.006  -9.793  0.00
H  28.870  5.695  -15.615  0.00
H  28.896  4.278  -9.803  0.00
H  22.609  6.649  -13.417  0.01
H  24.884  4.787  -10.391  0.00
H  23.942  5.492  -14.164  0.01
H  23.014  4.073  -16.051  0.00
H  25.944  6.603  -11.138  0.01
H  28.317  2.730  -11.705  0.00
H  27.017  8.944  -14.526  0.00
H  29.522  6.442  -11.478  0.00
H  24.958  2.964  -10.694  0.01
H  28.807  9.113  -16.984  0.00
H  27.424  7.701  -11.569  0.00
H  25.261  3.324  -16.727  0.00
H  29.991  2.598  -12.231  0.00
H  29.251  7.751  -14.248  0.00